# 1
Here is C28H32As2N2O2PPd as an isolated structure from OMol25. Energies are from ωB97M-V/def2-TZVPD.

Structure (XYZ):
```
68
Properties=species:S:1:pos:R:3:forces:R:3
Pd 0.09305 0.43914 0.01077 0.16 0.14 0.10
N 0.36410 -1.25976 1.72087 -0.04 -0.08 -0.03
C -0.50392 -2.42843 1.67092 0.02 0.03 0.02
C -0.31817 -3.47137 2.56697 -0.03 -0.01 0.00
C -1.16135 -4.57157 2.53600 -0.01 0.01 -0.01
C -2.19924 -4.62609 1.61618 0.00 -0.01 0.01
C -2.37733 -3.59034 0.71389 -0.01 0.00 -0.01
C -1.52526 -2.48906 0.72398 0.02 0.02 0.00
P -1.63176 -1.14809 -0.49159 -0.08 -0.06 0.02
C -3.29293 -1.16020 -1.18389 0.02 0.00 -0.01
C -3.66095 -2.04956 -2.19286 0.01 0.00 0.01
C -4.95730 -2.03963 -2.67996 -0.02 0.00 -0.01
C -5.88657 -1.14481 -2.16474 0.00 0.00 0.00
C -5.52141 -0.25312 -1.16672 -0.01 0.00 0.00
C -4.22347 -0.25554 -0.67987 0.00 0.00 0.01
C -0.50395 -1.68450 -1.82131 0.03 -0.01 0.00
C -0.51104 -0.96523 -3.02234 -0.01 0.01 -0.01
C 0.41444 -1.25303 -4.01058 0.01 -0.01 -0.01
C 1.36738 -2.24485 -3.80959 0.00 0.00 0.00
C 1.38516 -2.95839 -2.61942 0.00 0.00 -0.01
C 0.45456 -2.68245 -1.62817 -0.03 -0.01 0.01
H 0.12111 -0.71274 2.54139 0.03 0.02 0.01
H 1.32784 -1.55280 1.84456 0.01 0.00 -0.04
H 0.48143 -3.41747 3.29639 0.00 0.00 0.00
H -1.01310 -5.38128 3.23759 0.00 0.00 0.00
H -2.86481 -5.47831 1.59863 0.00 0.00 0.00
H -3.18216 -3.63369 -0.00890 0.00 -0.01 0.00
H -2.93272 -2.73950 -2.60224 0.00 0.00 0.00
H -5.24267 -2.72760 -3.46459 0.00 0.00 0.00
H -6.89739 -1.13735 -2.55030 0.00 0.00 0.00
H -6.24304 0.45173 -0.77648 0.00 0.00 0.00
H -3.92635 0.45326 0.08392 0.00 0.00 0.00
H -1.23364 -0.17343 -3.17319 0.00 0.00 0.00
H 0.39314 -0.69890 -4.93971 0.00 0.00 0.00
H 2.08944 -2.46736 -4.58425 0.00 0.00 0.00
H 2.11484 -3.74325 -2.46786 0.00 0.00 0.01
H 0.46189 -3.26009 -0.71216 0.01 0.00 0.00
C -0.06781 1.79768 3.50461 -0.01 0.01 0.02
As 0.14913 2.31628 1.63705 -0.05 -0.01 0.06
C -1.05425 3.82338 1.51551 -0.01 -0.03 -0.04
C 1.92680 3.08369 1.67173 0.03 -0.03 -0.05
C 2.21574 4.15997 2.50251 -0.02 0.00 0.00
C 3.49082 4.70508 2.51784 0.00 0.01 0.01
C 4.48198 4.17519 1.70483 0.02 0.01 0.00
C 4.19825 3.09958 0.87710 -0.01 -0.02 -0.01
C 2.92166 2.55002 0.85628 -0.02 0.01 0.02
As 2.50069 1.04984 -0.29145 -0.05 -0.01 -0.01
C 3.15192 1.55738 -2.03949 -0.02 -0.03 -0.01
C 3.82199 -0.26706 0.25911 0.01 -0.01 0.01
H 0.00859 2.67575 4.14519 0.00 0.00 -0.01
H 0.72017 1.10074 3.79044 -0.01 -0.01 0.00
H -1.04534 1.33887 3.65305 0.01 -0.01 -0.01
H -0.89444 4.49131 2.36050 0.01 0.00 0.01
H -2.07723 3.45166 1.53184 -0.01 0.01 0.00
H -0.86343 4.34235 0.58084 -0.01 0.01 0.01
H 1.44784 4.58676 3.13724 0.00 0.00 0.00
H 3.70913 5.54664 3.16149 0.00 0.00 0.00
H 5.47587 4.60228 1.71270 0.00 0.00 0.00
H 4.97811 2.69578 0.24172 0.01 0.01 0.00
H 4.21833 1.77376 -1.99490 0.00 0.01 0.00
H 2.59990 2.43093 -2.37462 0.01 0.01 0.00
H 2.97516 0.72502 -2.71997 0.01 0.01 -0.01
H 4.83299 0.11653 0.12795 0.00 0.01 -0.01
H 3.69496 -1.16481 -0.34533 0.01 0.00 0.00
H 3.67558 -0.51174 1.31072 0.00 -0.01 0.00
O 0.60506 3.23184 -1.06047 0.03 0.01 0.00
N -0.28556 2.85779 -1.81064 -0.04 -0.01 -0.03
O -0.77049 1.71313 -1.57468 0.03 0.02 -0.03
```
Positions in Å, forces in eV/Å.

Results
Kohn-Sham gap (spin up / spin down) = 7.94 / 6.90 eV
2S+1 = 3
<S²> = 2.010
Total charge = +1
Energy above the lowest of the compared OMol25 structures with the same formula, charge and spin = 1.224 eV
E = -171068.7735 eV

Here are the Löwdin charges for atoms 1 to 5, given in e: Pd 0.391; N 0.030; C -0.319; C -0.026; C -0.056


# 2
Here is C28H43BN6O2P2S4SbYb as an isolated structure at a distorted geometry from OMol25. Energies are from ωB97M-V/def2-TZVPD.

Structure (XYZ):
```
88
Properties=species:S:1:pos:R:3:forces:R:3
Yb 0.18455 -0.78028 -0.90407 -0.70 1.05 -0.25
C -1.61039 0.15645 2.10552 0.36 -0.05 0.19
C -0.26346 -0.43963 2.39566 -0.04 -0.90 0.13
C 0.33131 -0.66519 3.64683 -0.52 0.36 0.43
C 1.57223 -1.19350 3.38439 1.14 -1.07 1.46
C 2.52161 -1.88669 4.41073 -0.18 2.34 -0.93
N 1.77536 -1.21952 2.07907 -1.08 -0.75 -2.24
N 0.52980 -0.89338 1.44005 2.20 0.74 0.83
B 3.12661 -1.42659 1.17263 -2.70 -0.09 -0.26
N 2.80136 -2.51579 0.05569 -1.81 0.66 -1.59
N 1.93965 -2.16764 -1.12309 3.63 -1.00 1.76
C 2.51190 -2.79451 -2.14225 -0.09 0.15 -0.01
C 2.00962 -2.56352 -3.54598 0.30 -0.59 -0.09
C 3.53581 -3.66051 -1.69907 0.32 0.13 -1.51
C 3.65877 -3.46450 -0.35614 0.22 -0.17 1.29
C 4.50620 -4.27835 0.61871 1.67 -0.03 -1.59
N 3.43541 -0.06913 0.53666 -1.25 1.22 -1.11
N 2.41392 0.69324 -0.18444 2.51 -0.61 0.60
C 3.07899 1.75541 -0.69346 0.09 -2.26 1.74
C 2.38969 2.72941 -1.52710 -0.37 1.78 -0.99
C 4.42956 1.72962 -0.29392 0.52 -0.49 0.26
C 4.62984 0.55680 0.45852 -0.88 0.50 -1.27
C 5.93572 -0.00224 0.94532 -0.17 -1.38 1.33
H -1.45114 1.13988 1.64985 -0.14 -0.04 0.32
H -2.08832 0.26981 3.09774 -0.30 -0.01 -0.82
H -2.19903 -0.42000 1.36387 0.15 0.01 0.65
H -0.08642 -0.48202 4.62599 -0.07 -0.06 -0.09
H 1.98853 -1.96486 5.35249 -0.05 -0.41 0.00
H 3.36449 -1.20315 4.60013 -0.06 -0.25 0.00
H 2.94674 -2.80889 4.04172 -0.26 -0.31 -0.03
H 4.00818 -1.81797 1.83101 0.53 -0.20 0.48
H 0.94469 -2.44276 -3.49043 -0.76 -0.16 -0.19
H 2.26633 -3.39926 -4.20523 -0.27 -0.16 0.29
H 2.35246 -1.69557 -4.11428 0.41 0.29 0.75
H 4.18946 -4.22048 -2.36794 -0.36 -0.15 0.44
H 4.71646 -5.25729 0.08400 0.00 1.14 0.71
H 4.03089 -4.53017 1.54765 -0.46 0.20 0.35
H 5.50205 -3.76926 0.85074 -1.27 -0.67 -0.30
H 2.57135 2.50859 -2.62141 -0.31 0.25 1.10
H 2.82854 3.76115 -1.29875 -0.75 -1.20 -0.39
H 1.28343 2.71499 -1.32592 1.13 0.08 -0.25
H 5.19213 2.45538 -0.55869 -0.14 -0.16 0.06
H 6.68872 0.74403 0.77488 0.48 0.23 -0.06
H 6.27699 -0.98419 0.49630 -0.67 1.16 0.02
H 5.91710 -0.24364 2.05298 -0.09 0.49 -1.09
C -5.40097 3.69073 0.16783 -1.25 1.31 -0.69
P -3.78507 3.78649 -0.67623 -0.30 -3.70 0.74
C -3.76072 2.61365 -2.05971 -0.78 0.25 -1.47
C -3.19715 5.27457 -1.46440 -0.70 1.96 -0.03
C -2.40064 6.14892 -0.47250 -2.86 0.92 1.02
P -0.99138 5.26371 0.15165 2.02 -3.61 -0.44
C 0.15754 5.62769 -1.21138 1.42 -0.07 0.05
C -0.49284 6.02169 1.68632 0.19 -0.01 0.97
H -6.15779 4.06110 -0.51223 -1.12 0.10 0.07
H -5.37553 4.35181 1.05564 0.07 -0.36 -0.46
H -5.67654 2.67664 0.50836 0.63 0.37 -0.43
H -4.17032 1.61724 -1.78962 0.38 0.64 -0.14
H -2.74576 2.52245 -2.54270 -0.83 -0.01 0.95
H -4.40384 3.06275 -2.85904 0.17 -0.61 0.18
H -4.13295 5.75624 -1.79792 0.45 0.48 -0.11
H -2.57063 5.14153 -2.34212 -0.22 -0.73 -0.22
H -3.12923 6.36376 0.36834 0.90 -0.02 -0.62
H -2.09412 7.13218 -0.87920 -0.10 -0.52 0.06
H -0.28834 6.26931 -1.93796 -0.69 0.39 -0.88
H 0.41431 4.65562 -1.66481 -0.02 0.57 0.07
H 1.09460 6.18688 -0.96450 -0.61 -0.77 0.36
H 0.61942 6.10961 1.70545 -0.89 -0.27 0.10
H -0.86555 5.25599 2.44111 0.56 1.35 -0.57
H -0.93381 7.02696 1.80044 0.02 -0.26 0.37
S 2.48968 0.37303 -5.78816 -0.95 0.52 -0.01
Sb 0.40779 1.26972 -5.44180 0.80 -0.77 1.41
S -0.11467 0.95418 -3.12880 -0.04 0.28 -1.39
S -1.77333 3.24856 0.18846 3.59 2.63 0.96
O -6.18416 -7.07996 1.32981 1.08 0.67 -0.40
C -4.84879 -7.12786 0.91043 1.06 -1.09 0.30
O -4.32568 -8.22621 0.75552 -1.46 1.55 0.33
C -4.04115 -5.86994 0.65530 -0.92 -0.67 0.20
C -4.42626 -4.57681 0.99162 0.30 1.47 -0.63
C -3.74864 -3.48146 0.42272 -0.39 -1.04 -0.26
C -2.70766 -3.68139 -0.54574 -0.97 1.85 1.33
S -2.18923 -2.26876 -1.44349 0.34 -0.08 -0.13
C -2.22445 -4.96827 -0.68997 0.63 -0.26 -0.86
C -2.87880 -6.02291 -0.10854 -0.10 -0.44 0.28
H -6.54140 -6.16744 1.36819 0.67 -0.57 -0.16
H -5.25545 -4.28111 1.64143 0.06 -0.63 -0.11
H -4.17541 -2.49281 0.63307 0.61 -0.29 -0.23
H -1.38774 -5.16267 -1.38427 -0.44 0.19 0.57
H -2.47501 -7.00968 -0.24360 -0.20 -0.34 -0.18
```
Positions in Å, forces in eV/Å.

Results
Kohn-Sham gap (spin up / spin down) = 3.60 / 3.60 eV
Total charge = -1
Energy above the lowest of the compared OMol25 structures with the same formula, charge and spin = 3.327 eV
E = -143434.7797 eV

Here are the Löwdin charges for atoms 1 to 5, given in e: Yb 0.874; C -0.050; C -0.361; C -0.016; C -0.295


# 3
Here is a 2-piece molecular cluster, C5H11P overall at a distorted geometry from OMol25. Energies are from ωB97M-V/def2-TZVPD.

Structure (XYZ):
```
17
Properties=species:S:1:pos:R:3:forces:R:3
C -2.86871 -0.54831 -0.39448 0.44 -0.37 -0.13
C -2.33520 -0.12567 0.69228 1.07 1.47 2.32
C -3.08945 -1.03941 -1.56772 1.88 -1.26 -0.61
C 1.99648 -0.04421 1.63170 0.35 -1.22 -0.16
C 1.98249 1.10522 -0.78864 -2.26 0.15 -3.06
P 2.33051 -0.58155 -0.22711 0.14 0.37 1.83
H -2.15070 -0.63689 1.65041 -0.91 -0.22 -0.61
H -1.95719 0.91151 0.78843 -0.01 -0.61 -0.62
H -2.21306 -1.71300 -1.93886 -1.84 1.50 0.08
H -3.96115 -0.79237 -2.12555 -0.58 -0.50 -0.44
H 1.00528 -0.88178 -0.65582 0.20 -0.56 0.43
H 0.97321 -0.32256 1.97249 0.68 0.41 -0.30
H 2.72560 -0.52974 2.33299 -0.63 0.39 -0.69
H 2.16675 1.04400 1.64776 -0.27 -0.49 0.16
H 0.89319 1.19664 -0.44629 1.63 0.84 -0.48
H 2.59920 1.99208 -0.62030 0.02 -0.50 0.40
H 1.90274 0.96606 -1.95129 0.10 0.60 1.87
```
Positions in Å, forces in eV/Å.

Results
SMILES = C=C=C.CPC
Kohn-Sham gap = 9.82 eV
Energy above the lowest of the compared OMol25 structures with the same formula, charge and spin = 2.724 eV
E = -14648.5988 eV

Here are the Löwdin charges for atoms 1 to 5, given in e: C -0.225; C -0.037; C -0.019; C -0.338; C -0.470


Question: Which of these has the lowest E?
Answer: C28H32As2N2O2PPd